Entry 1:
A 5-piece molecular cluster, C40H83F3N6O4Si overall, computed with ωB97M-V with the def2-TZVPD basis set.

Last column: Löwdin charge in e.
Element x y z (Å)
C  1.935  -2.375  -0.630  -0.09
C  0.537  -2.916  -0.246  -0.20
C  -0.319  -3.301  -1.462  -0.23
O  -1.632  -2.769  -1.335  -0.21
C  -2.240  -2.439  -2.591  -0.20
Si  -1.815  -0.652  -3.064  0.57
F  -1.010  -0.719  -4.445  -0.07
C  -0.756  0.083  -1.725  -0.18
C  -0.684  1.624  -1.606  -0.21
C  -0.449  2.388  -2.908  -0.23
N  0.650  1.896  -3.734  -0.03
C  1.927  2.625  -3.626  -0.15
C  2.896  1.897  -2.701  -0.15
C  3.688  0.872  -3.191  -0.04
C  4.522  0.158  -2.332  -0.09
C  4.554  0.493  -0.993  -0.10
C  3.794  1.536  -0.489  -0.02
C  2.960  2.240  -1.350  -0.27
O  2.190  3.288  -0.924  0.05
N  -3.274  0.380  -3.296  0.08
C  -4.026  0.550  -2.110  -0.53
O  -4.077  1.572  -1.513  0.18
F  -4.661  -0.522  -1.644  0.16
C  -4.028  0.013  -4.428  -0.53
O  -3.886  -0.957  -5.089  0.19
F  -4.939  0.940  -4.707  0.15
H  2.655  -3.167  -0.838  0.06
H  2.332  -1.806  0.213  0.07
H  1.855  -1.696  -1.480  0.05
H  0.703  -3.797  0.374  0.09
H  0.052  -2.148  0.354  0.10
H  0.170  -2.992  -2.391  0.12
H  -0.403  -4.395  -1.471  0.12
H  -3.314  -2.584  -2.467  0.09
H  -1.899  -3.136  -3.362  0.10
H  -1.110  -0.326  -0.777  0.06
H  0.248  -0.319  -1.896  0.07
H  -1.639  1.970  -1.193  0.09
H  0.069  1.871  -0.855  0.09
H  -1.374  2.416  -3.495  0.09
H  -0.254  3.429  -2.639  0.11
H  0.853  0.927  -3.535  0.08
H  1.775  3.652  -3.309  0.11
H  2.389  2.633  -4.618  0.11
H  3.645  0.615  -4.242  0.12
H  5.136  -0.641  -2.725  0.10
H  5.190  -0.067  -0.317  0.11
H  3.821  1.820  0.558  0.10
H  2.132  3.275  0.037  0.10
C  -3.214  -0.166  1.213  -0.08
C  -2.874  0.121  2.664  -0.26
N  -1.440  0.189  2.887  -0.19
C  -1.068  0.192  4.290  -0.24
C  -1.502  1.391  5.142  -0.08
C  -0.723  1.122  2.036  -0.24
C  -1.141  2.598  2.072  -0.07
H  -2.698  -1.068  0.870  0.08
H  -4.286  -0.327  1.100  0.08
H  -2.942  0.662  0.559  0.05
H  -3.272  -0.687  3.284  0.12
H  -3.398  1.038  2.977  0.11
H  0.019  0.082  4.359  0.10
H  -1.479  -0.717  4.740  0.11
H  -0.911  2.280  4.924  0.04
H  -1.356  1.163  6.201  0.07
H  -2.556  1.635  5.006  0.07
H  -0.805  0.774  1.002  0.07
H  0.345  1.052  2.265  0.11
H  -2.223  2.728  2.028  0.07
H  -0.718  3.120  1.210  0.06
H  -0.772  3.103  2.963  0.05
C  6.577  1.557  5.472  -0.09
C  5.281  2.081  4.871  -0.27
N  4.232  1.080  4.814  -0.20
C  3.105  1.469  3.988  -0.25
C  2.263  2.673  4.428  -0.07
C  3.903  0.439  6.076  -0.24
C  3.456  1.331  7.242  -0.08
H  6.910  0.659  4.950  0.08
H  7.357  2.313  5.381  0.07
H  6.473  1.323  6.532  0.06
H  5.486  2.403  3.846  0.12
H  4.975  2.984  5.423  0.10
H  2.450  0.601  3.871  0.10
H  3.492  1.673  2.983  0.09
H  1.622  2.432  5.276  0.05
H  1.607  2.977  3.608  0.06
H  2.877  3.535  4.689  0.07
H  4.775  -0.134  6.401  0.10
H  3.133  -0.312  5.882  0.11
H  4.097  2.206  7.358  0.07
H  3.504  0.765  8.174  0.07
H  2.428  1.674  7.129  0.05
C  -6.852  7.040  -3.370  -0.09
C  -5.373  6.852  -3.674  -0.28
N  -4.681  6.064  -2.671  -0.20
C  -3.235  6.121  -2.786  -0.25
C  -2.583  5.527  -4.041  -0.08
C  -5.243  4.751  -2.402  -0.24
C  -5.377  3.773  -3.575  -0.09
H  -6.992  7.453  -2.370  0.08
H  -7.291  7.733  -4.089  0.07
H  -7.408  6.105  -3.439  0.06
H  -4.902  7.838  -3.702  0.12
H  -5.271  6.432  -4.687  0.10
H  -2.803  5.641  -1.903  0.11
H  -2.944  7.174  -2.716  0.11
H  -2.594  4.437  -4.031  0.04
H  -1.537  5.836  -4.093  0.07
H  -3.069  5.867  -4.956  0.07
H  -6.233  4.889  -1.959  0.10
H  -4.649  4.284  -1.614  0.11
H  -5.805  4.244  -4.462  0.07
H  -6.039  2.954  -3.289  0.07
H  -4.420  3.332  -3.847  0.04
C  2.321  -6.476  -1.933  -0.09
C  2.012  -6.932  -0.515  -0.27
N  1.052  -8.017  -0.459  -0.20
C  0.527  -8.255  0.874  -0.25
C  1.497  -8.737  1.960  -0.09
C  1.395  -9.199  -1.231  -0.25
C  2.724  -9.901  -0.922  -0.08
H  1.404  -6.221  -2.467  0.08
H  2.953  -5.587  -1.904  0.06
H  2.854  -7.240  -2.500  0.07
H  1.587  -6.082  0.027  0.10
H  2.957  -7.180  -0.006  0.10
H  -0.299  -8.967  0.795  0.11
H  0.071  -7.320  1.215  0.11
H  1.775  -9.782  1.827  0.05
H  1.020  -8.655  2.939  0.07
H  2.408  -8.139  1.991  0.07
H  1.394  -8.923  -2.288  0.10
H  0.576  -9.916  -1.130  0.11
H  3.549  -9.194  -0.830  0.07
H  2.972  -10.586  -1.735  0.07
H  2.676  -10.492  -0.009  0.05

Values from the calculation:
E = -75988.8305 eV
Multiplicity = 1
Kohn-Sham gap = 8.4319 eV
SMILES string = CCCOC[Si@](F)(CCCNCc1ccccc1O)N(C(=O)F)C(=O)F.CCN(CC)CC.CCN(CC)CC.CCN(CC)CC.CCN(CC)CC
F_max = 2.24 eV/A
Net charge = 0


Entry 2:
A 18-piece molecular cluster, C40H84Cl32O4 overall, computed with ωB97M-V with the def2-TZVPD basis set.

Last column: Löwdin charge in e.
Element x y z (Å)
C  -1.284  -1.992  -2.242  -0.12
O  -0.781  -0.936  -1.440  -0.23
C  -0.460  0.338  -2.026  -0.17
C  -0.018  1.320  -0.945  -0.19
O  1.194  0.889  -0.348  -0.19
C  1.680  1.785  0.660  -0.11
H  -2.311  -1.797  -2.550  0.05
H  -1.188  -2.959  -1.749  0.07
H  -0.639  -2.137  -3.108  0.08
H  -1.275  0.732  -2.633  0.10
H  0.382  0.144  -2.690  0.08
H  -0.830  1.388  -0.222  0.12
H  0.094  2.308  -1.392  0.07
H  2.460  2.384  0.192  0.03
H  2.222  1.341  1.495  0.03
H  0.900  2.454  1.024  0.08
C  -3.072  1.461  7.954  -0.10
O  -1.641  1.589  7.928  -0.18
C  -0.994  0.432  7.315  -0.16
C  -0.942  0.341  5.742  -0.17
O  -0.295  1.531  5.324  -0.19
C  0.532  1.338  4.239  -0.15
H  -3.552  2.439  7.985  0.08
H  -3.319  1.003  8.912  0.08
H  -3.487  0.822  7.174  0.08
H  -1.275  -0.504  7.798  0.12
H  0.062  0.423  7.583  0.11
H  -1.896  0.198  5.235  0.10
H  -0.328  -0.517  5.466  0.11
H  1.097  2.200  3.884  0.09
H  -0.037  0.939  3.399  0.08
H  1.333  0.635  4.469  0.05
Cl  -2.943  5.139  5.953  0.52
C  -2.434  4.069  4.587  -0.64
C  -3.158  4.518  3.261  -0.61
Cl  -2.236  3.572  2.073  0.57
H  -2.691  3.072  4.945  0.06
H  -1.361  4.200  4.444  0.05
H  -3.183  5.563  2.953  0.07
H  -4.216  4.254  3.236  0.04
Cl  0.394  6.453  0.841  0.53
C  1.833  5.870  -0.014  -0.70
C  3.188  6.005  0.753  -0.63
Cl  3.089  5.085  2.252  0.59
H  1.876  6.456  -0.932  0.05
H  1.609  4.823  -0.218  0.01
H  3.434  7.038  0.999  0.07
H  4.069  5.734  0.170  0.07
Cl  -1.837  -3.103  2.557  0.52
C  -2.116  -1.704  1.441  -0.60
C  -2.953  -0.566  2.149  -0.59
Cl  -4.655  -1.078  2.545  0.50
H  -2.662  -2.009  0.548  0.06
H  -1.200  -1.318  0.992  0.04
H  -3.109  0.240  1.432  0.04
H  -2.475  -0.179  3.049  0.04
Cl  3.957  1.738  5.989  0.58
C  4.469  0.121  6.436  -0.70
C  3.582  -1.035  5.929  -0.65
Cl  4.189  -2.559  6.632  0.56
H  4.528  0.020  7.519  0.06
H  5.508  -0.067  6.165  0.07
H  3.636  -1.101  4.843  0.05
H  2.532  -0.911  6.194  0.06
Cl  -6.705  2.444  2.964  0.56
C  -6.612  3.412  1.496  -0.68
C  -5.640  2.786  0.408  -0.69
Cl  -6.377  1.371  -0.271  0.57
H  -6.206  4.402  1.709  0.06
H  -7.603  3.673  1.126  0.07
H  -4.732  2.584  0.976  0.02
H  -5.426  3.498  -0.389  0.05
Cl  4.090  2.660  -2.140  0.62
C  3.879  3.196  -3.776  -0.71
C  5.175  3.128  -4.569  -0.65
Cl  4.974  3.497  -6.331  0.53
H  3.468  4.204  -3.820  0.08
H  3.203  2.465  -4.219  0.00
H  5.642  2.151  -4.446  0.05
H  5.859  3.845  -4.114  0.07
Cl  7.941  2.937  3.558  0.48
C  7.405  2.762  1.799  -0.60
C  5.898  3.097  1.547  -0.61
Cl  4.770  1.897  2.333  0.53
H  7.454  1.681  1.673  0.03
H  8.192  3.197  1.182  0.07
H  5.687  3.082  0.478  0.02
H  5.639  4.095  1.903  0.02
Cl  -0.357  -5.980  -0.575  0.52
C  0.194  -6.836  0.902  -0.64
C  1.751  -6.753  0.922  -0.67
Cl  2.202  -8.183  1.798  0.60
H  -0.282  -7.817  0.911  0.05
H  -0.263  -6.273  1.715  0.05
H  2.160  -5.885  1.441  0.06
H  2.240  -6.775  -0.052  0.06
Cl  -0.243  4.758  -2.366  0.64
C  -1.296  5.893  -3.105  -0.70
C  -2.386  5.167  -3.821  -0.62
Cl  -3.306  4.099  -2.663  0.51
H  -0.719  6.536  -3.770  0.08
H  -1.717  6.615  -2.405  0.08
H  -1.910  4.573  -4.601  0.05
H  -3.096  5.856  -4.278  0.08
Cl  -5.937  -4.546  3.418  0.54
C  -5.048  -5.307  2.071  -0.71
C  -4.487  -6.619  2.474  -0.70
Cl  -3.546  -7.163  1.113  0.61
H  -4.314  -4.558  1.772  0.03
H  -5.683  -5.476  1.202  0.07
H  -5.257  -7.297  2.844  0.08
H  -3.763  -6.464  3.274  0.07
Cl  7.186  -2.667  -1.429  0.58
C  7.478  -1.015  -1.980  -0.70
C  6.617  -0.102  -1.123  -0.64
Cl  7.088  1.538  -1.624  0.56
H  7.277  -0.855  -3.039  0.07
H  8.535  -0.750  -1.931  0.07
H  6.763  -0.172  -0.045  0.06
H  5.548  -0.107  -1.338  0.06
Cl  -3.610  0.058  -4.480  0.59
C  -4.414  0.959  -5.743  -0.66
C  -4.690  0.008  -6.940  -0.62
Cl  -3.149  -0.721  -7.458  0.53
H  -3.784  1.795  -6.047  0.07
H  -5.374  1.302  -5.359  0.07
H  -5.118  0.535  -7.793  0.08
H  -5.202  -0.867  -6.540  0.05
Cl  -2.528  -4.495  -4.305  0.54
C  -4.244  -3.972  -3.915  -0.60
C  -4.731  -4.517  -2.584  -0.64
Cl  -4.703  -6.309  -2.462  0.53
H  -4.851  -4.205  -4.790  0.07
H  -4.377  -2.894  -3.996  0.04
H  -5.784  -4.280  -2.434  0.07
H  -4.177  -4.094  -1.747  0.06
Cl  2.869  -6.363  -5.290  0.49
C  1.329  -5.697  -4.589  -0.61
C  0.312  -6.854  -4.386  -0.68
Cl  0.872  -8.044  -3.215  0.54
H  0.974  -4.973  -5.323  0.06
H  1.586  -5.216  -3.645  0.03
H  0.119  -7.320  -5.353  0.07
H  -0.551  -6.373  -3.925  0.00
Cl  1.875  -0.448  -5.003  0.57
C  0.945  0.265  -6.340  -0.65
C  -0.094  1.224  -5.883  -0.70
Cl  0.541  2.522  -4.906  0.61
H  0.495  -0.569  -6.878  0.07
H  1.608  0.808  -7.014  0.08
H  -0.867  0.752  -5.277  0.03
H  -0.528  1.646  -6.789  0.08
Cl  2.672  -3.205  -1.576  0.57
C  1.660  -2.664  -0.191  -0.66
C  2.495  -2.666  1.045  -0.62
Cl  1.551  -1.984  2.454  0.55
H  0.781  -3.294  -0.055  0.04
H  1.376  -1.642  -0.442  0.04
H  3.359  -2.011  0.941  0.06
H  2.954  -3.625  1.286  0.06

Values from the calculation:
E = -451749.6514 eV
Multiplicity = 1
Kohn-Sham gap = 9.4057 eV
F_max = 2.59 eV/A
Net charge = 0


Entry 3:
C40H86AsF6MnN8O8 as an isolated structure, computed with ωB97M-V with the def2-TZVPD basis set.

Last column: Löwdin charge in e.
Element x y z (Å)
Mn  0.991  -2.167  4.181  1.06
As  -0.213  -1.014  0.607  1.00
F  1.300  -1.895  0.102  -0.28
F  -0.394  -0.598  -1.130  -0.28
F  -1.731  -0.139  1.010  -0.24
F  0.210  -1.344  2.312  -0.29
F  0.721  0.538  0.805  -0.27
F  -1.095  -2.561  0.395  -0.24
C  1.026  -1.854  -5.445  -0.11
C  -0.107  -2.494  -4.686  -0.24
C  0.353  -3.070  -3.315  -0.18
C  1.538  -3.957  -3.415  -0.21
N  2.511  -4.630  -3.484  0.14
H  1.750  -1.453  -4.736  0.07
H  0.606  -1.041  -6.038  0.07
H  1.509  -2.513  -6.165  0.09
H  -0.602  -3.270  -5.270  0.12
H  -0.868  -1.756  -4.431  0.09
H  -0.427  -3.705  -2.895  0.09
H  0.535  -2.273  -2.594  0.08
C  4.682  -3.287  0.482  -0.10
C  4.612  -4.768  0.821  -0.23
C  4.244  -4.994  2.292  -0.13
C  3.004  -4.283  2.695  -0.09
N  2.023  -3.733  2.949  0.17
H  5.164  -3.055  -0.468  0.08
H  5.267  -2.778  1.247  0.07
H  3.695  -2.831  0.396  0.05
H  5.456  -5.399  0.543  0.13
H  3.837  -5.166  0.166  0.11
H  5.151  -4.904  2.890  0.14
H  4.004  -6.052  2.394  0.10
C  -4.006  -2.453  0.228  -0.13
C  -3.788  -1.836  -1.125  -0.26
C  -4.251  -0.368  -1.237  -0.16
C  -5.725  -0.222  -1.093  -0.21
N  -6.876  -0.111  -1.042  0.15
H  -3.756  -3.514  0.219  0.07
H  -5.069  -2.395  0.461  0.08
H  -3.470  -1.993  1.058  0.04
H  -4.262  -2.557  -1.790  0.09
H  -2.730  -1.911  -1.378  0.08
H  -3.987  -0.087  -2.256  0.10
H  -3.760  0.380  -0.615  0.10
C  -1.482  2.667  1.373  -0.11
O  -1.567  4.112  1.510  -0.17
C  -2.102  4.498  2.769  -0.23
C  -2.171  6.027  2.963  -0.18
N  -1.007  6.561  2.251  -0.05
C  -0.876  7.994  2.238  -0.21
C  0.379  8.443  1.428  -0.19
O  0.557  7.541  0.317  -0.21
C  1.568  8.092  -0.582  -0.09
H  -1.088  2.211  0.465  0.04
H  -2.499  2.274  1.358  0.08
H  -0.955  2.236  2.224  0.06
H  -1.627  4.010  3.620  0.10
H  -3.096  4.075  2.914  0.11
H  -2.013  6.300  4.006  0.11
H  -3.168  6.401  2.730  0.12
H  -0.381  6.457  3.037  0.11
H  -0.657  8.388  3.231  0.11
H  -1.774  8.516  1.907  0.12
H  1.230  8.440  2.109  0.11
H  0.217  9.460  1.071  0.11
H  1.529  7.323  -1.354  0.06
H  2.605  8.107  -0.245  0.09
H  1.242  8.991  -1.104  0.08
C  3.259  -0.188  2.849  -0.02
O  2.054  -0.402  3.649  -0.34
C  1.631  0.802  4.355  -0.14
C  0.211  0.520  4.855  -0.15
N  0.197  -0.803  5.567  -0.11
C  -1.201  -1.172  5.843  -0.15
C  -1.906  -1.698  4.546  -0.14
O  -1.071  -2.723  3.965  -0.30
C  -1.817  -3.735  3.347  -0.07
H  3.943  0.344  3.510  0.10
H  3.126  0.562  2.068  0.09
H  3.597  -1.098  2.355  0.08
H  1.632  1.671  3.697  0.14
H  2.344  0.972  5.161  0.14
H  -0.526  0.741  4.083  0.12
H  0.004  1.327  5.559  0.14
H  0.533  -0.603  6.499  0.14
H  -1.778  -0.386  6.329  0.14
H  -1.174  -1.971  6.584  0.13
H  -2.123  -0.900  3.837  0.13
H  -2.849  -2.074  4.943  0.14
H  -2.631  -3.458  2.677  0.09
H  -2.372  -4.314  4.085  0.11
H  -1.194  -4.445  2.802  0.09
C  4.367  4.076  -1.201  -0.06
O  2.934  4.259  -1.220  -0.21
C  2.270  3.016  -1.370  -0.22
C  0.846  3.148  -0.865  -0.21
N  0.325  4.538  -1.033  0.02
C  -0.162  4.599  -2.433  -0.19
C  -0.448  6.044  -2.884  -0.21
O  -0.990  6.792  -1.766  -0.18
C  -1.148  8.149  -2.248  -0.11
H  4.830  5.036  -1.430  0.09
H  4.723  3.295  -1.873  0.09
H  4.645  3.833  -0.176  0.09
H  2.766  2.283  -0.734  0.12
H  2.473  2.737  -2.404  0.09
H  0.875  2.845  0.182  0.09
H  0.195  2.404  -1.324  0.10
H  1.276  4.859  -1.148  0.06
H  -1.027  3.942  -2.521  0.11
H  0.594  4.167  -3.089  0.09
H  -1.235  5.991  -3.635  0.11
H  0.418  6.528  -3.336  0.11
H  -0.265  8.498  -2.784  0.07
H  -1.270  8.853  -1.425  0.09
H  -1.914  8.264  -3.014  0.09
C  2.265  -8.259  2.124  -0.10
O  1.918  -6.996  1.613  -0.25
C  0.608  -6.918  1.003  -0.16
C  0.331  -5.571  0.245  -0.23
N  -0.942  -5.528  -0.394  -0.05
C  -1.110  -6.453  -1.581  -0.15
C  -2.538  -6.374  -2.158  -0.18
O  -2.671  -5.099  -2.858  -0.20
C  -3.957  -4.855  -3.344  -0.14
H  3.082  -8.168  2.839  0.08
H  2.570  -8.854  1.263  0.10
H  1.432  -8.690  2.679  0.09
H  -0.070  -7.113  1.834  0.12
H  0.483  -7.770  0.335  0.11
H  1.120  -5.402  -0.489  0.10
H  0.568  -4.742  0.911  0.08
H  -1.272  -4.583  -0.528  0.07
H  -0.910  -7.481  -1.280  0.11
H  -0.438  -6.103  -2.365  0.10
H  -3.265  -6.604  -1.380  0.12
H  -2.664  -7.213  -2.842  0.12
H  -4.294  -5.591  -4.074  0.09
H  -3.993  -3.877  -3.823  0.08
H  -4.743  -4.829  -2.589  0.09
N  0.793  2.562  -5.491  0.12
C  1.273  1.618  -4.657  0.01
C  0.200  0.931  -4.078  -0.01
C  -0.942  1.539  -4.548  0.00
C  -0.566  2.502  -5.466  0.04
H  1.351  3.281  -5.930  0.19
H  2.333  1.480  -4.504  0.15
H  0.285  0.121  -3.368  0.11
H  -1.939  1.211  -4.296  0.13
H  -1.201  3.090  -6.113  0.16

Values from the calculation:
E = -179619.1508 eV
Multiplicity = 7
Kohn-Sham gap (spin up / spin down) = 6.8528 / 3.0793 eV
Expectation value of S² = 12.02
F_max = 4.11 eV/A
Net charge = +2